(1)
Here is a molecular structure, C4H2O2 from the OMol25 dataset. Energies are from ωB97M-V with the def2-TZVPD basis set.

Atoms and positions in Å:
O -0.865 -1.339 0.906
C -0.568 -0.584 0.005
C -0.451 1.060 0.458
O -1.134 1.869 0.975
C 0.901 0.751 0.083
C 1.168 -0.347 -0.512
H -1.006 -0.447 -0.987
H 1.955 -0.963 -0.929

Atoms 1-3, force components in eV/Å:
0.43 -0.04 -0.27
-0.86 -0.14 0.21
-0.33 1.09 0.69

Calculated values
molar mass: 82.1 u
gap between HOMO and LUMO (alpha / beta): 0.30912 / 0.30910 hartree
HOMO level (alpha / beta): -0.3369 / -0.3368 Ha
energy relative to the best compared isomer or geometry (same formula, charge and spin): 64.6 kcal per mole
DFT total energy: -303.90689 hartree

***

(2)
Here is 2 unconnected molecules or ions with the total composition C4H9N2O from the OMol25 dataset. Energies are from ωB97M-V with the def2-TZVPD basis set.

Atoms and positions in Å:
C -0.584 2.146 -0.955
C -0.163 1.050 -0.033
C 0.984 0.825 0.662
N 0.828 -0.410 1.286
C -0.344 -0.940 0.935
N -1.007 0.010 0.275
H -0.933 1.778 -1.915
H 0.332 2.714 -1.144
H -1.248 2.854 -0.460
H 1.757 1.516 0.946
H 1.642 -0.926 1.577
H -0.711 -1.842 1.392
H -1.963 -0.168 0.000
H 1.082 -2.652 -1.451
H -0.244 -2.396 -2.162
O 0.310 -2.080 -1.430

Atoms 1-3, force components in eV/Å:
1.28 0.51 0.71
-0.49 0.73 0.00
-0.79 -0.08 0.11

Calculated values
molar mass: 101.1 u
gap between HOMO and LUMO: 0.40171 hartree
HOMO level: -0.5103 Ha
energy relative to the best compared isomer or geometry (same formula, charge and spin): 10.0 kcal per mole
DFT total energy: -342.34127 hartree
charge: +1

***

(3)
Here is a molecular structure, C3H7N3O from the OMol25 dataset. Energies are from ωB97M-V with the def2-TZVPD basis set.

Atoms and positions in Å:
C -1.214 0.386 -0.130
C 1.411 0.768 -0.099
N -1.235 0.344 1.262
C 1.229 -0.462 -0.591
O -0.211 -2.224 -0.598
N -0.041 -0.844 -0.936
N 1.854 1.648 0.644
H -0.692 -2.591 -1.350
H 1.800 2.607 0.298
H -1.360 -0.587 1.638
H -0.456 0.809 1.709
H 2.041 -1.170 -0.736
H -2.092 -0.063 -0.580
H -1.033 1.378 -0.532

Atoms 1-3, force components in eV/Å:
0.41 -2.63 -0.56
1.52 -1.47 -0.09
0.27 0.03 -0.09

Calculated values
molar mass: 101.1 u
gap between HOMO and LUMO: 0.29312 hartree
HOMO level: -0.2646 Ha
energy relative to the best compared isomer or geometry (same formula, charge and spin): 126.0 kcal per mole
DFT total energy: -357.84905 hartree

***

(4)
Here is a molecular structure, C18H33FN6O7SW from the OMol25 dataset. Energies are from ωB97M-V with the def2-TZVPD basis set.

Atoms and positions in Å:
W 0.180 -0.631 -0.296
C -2.672 -1.858 0.104
N -1.416 -2.161 -0.645
C -1.788 -2.316 -2.075
C -0.851 -3.438 -0.124
C 0.586 -3.587 -0.571
N 1.428 -2.478 -0.016
C 1.764 -2.815 1.398
C 2.705 -2.446 -0.786
H -3.368 -2.688 -0.025
H -3.116 -0.948 -0.288
H -2.457 -1.708 1.156
H -2.542 -3.099 -2.167
H -0.924 -2.568 -2.682
H -2.210 -1.377 -2.428
H -1.455 -4.279 -0.472
H -0.922 -3.408 0.963
H 0.664 -3.556 -1.658
H 0.997 -4.544 -0.242
H 2.365 -3.725 1.407
H 0.858 -2.973 1.975
H 2.333 -2.009 1.845
H 3.180 -3.428 -0.735
H 3.367 -1.704 -0.350
H 2.495 -2.199 -1.824
C 2.697 2.863 0.929
C 1.723 1.925 0.330
N 1.884 0.635 0.280
O 3.035 0.180 0.906
C 0.400 2.364 -0.196
C -0.046 3.753 -0.463
N -0.255 1.280 -0.378
O -1.359 0.789 -0.852
H 2.609 2.808 2.019
H 2.499 3.886 0.620
H 3.716 2.575 0.677
H 2.714 0.095 1.836
H 0.023 4.365 0.437
H -1.076 3.772 -0.811
H 0.599 4.209 -1.218
F -0.669 4.821 2.780
C -1.339 3.671 2.701
C -0.963 2.596 3.393
N -1.648 1.396 3.298
C -0.989 0.181 3.769
C 0.097 -0.129 2.751
O 1.253 0.217 2.930
O -0.351 -0.714 1.662
C -2.764 1.253 2.482
O -3.336 0.198 2.327
N -3.154 2.411 1.843
C -2.489 3.635 1.795
O -2.828 4.523 1.056
H -0.111 2.614 4.059
H -1.732 -0.610 3.810
H -0.551 0.354 4.749
H -3.984 2.331 1.270
C -0.626 0.440 -4.395
S 0.786 0.579 -3.324
C 2.075 0.069 -4.437
O 0.667 -0.627 -2.357
H -0.513 1.184 -5.185
H -1.510 0.670 -3.803
H -0.670 -0.565 -4.811
H 2.141 0.811 -5.233
H 1.834 -0.915 -4.837
H 3.007 0.051 -3.876

Atoms 1-3, force components in eV/Å:
-0.23 0.01 0.16
-0.02 -0.01 0.03
0.04 0.00 0.03

Calculated values
molar mass: 680.4 u
gap between HOMO and LUMO (alpha / beta): 0.28123 / 0.24555 hartree
HOMO level (alpha / beta): -0.5185 / -0.5185 Ha
<S²>: 2.0185
spin multiplicity: 3
energy relative to the best compared isomer or geometry (same formula, charge and spin): 0.0 kcal per mole
DFT total energy: -2125.52436 hartree
charge: +2

***

(5)
Here is a single C3H10N3OP molecule from the OMol25 dataset. Energies are from ωB97M-V with the def2-TZVPD basis set.

Atoms and positions in Å:
C -1.870 -1.030 0.134
C -2.340 0.508 0.134
C 2.667 0.411 -0.157
N -0.417 -0.889 0.199
N -1.139 1.318 0.080
N 1.365 0.881 -0.528
O 2.921 -0.950 0.021
P 0.219 0.592 0.746
H -2.222 -1.577 1.008
H -2.128 -1.477 -0.886
H -2.939 0.573 -0.757
H -2.845 0.620 1.089
H 2.716 -1.472 -0.751
H 3.347 0.915 -0.849
H 2.918 0.781 0.828
H 0.101 -1.788 0.351
H -1.214 2.104 0.612
H 0.860 0.480 -1.274

Atoms 1-3, force components in eV/Å:
0.80 1.10 -1.53
0.39 -2.32 0.50
0.79 0.99 -0.46

Calculated values
molar mass: 135.1 u
gap between HOMO and LUMO (alpha / beta): 0.15595 / 0.26139 hartree
HOMO level (alpha / beta): -0.1276 / -0.3331 Ha
<S²>: 2.0052
spin multiplicity: 3
DFT total energy: -700.97572 hartree

***

(6)
Here is 2 unconnected molecules or ions with the total composition C4H9NO from the OMol25 dataset. Energies are from ωB97M-V with the def2-TZVPD basis set.

Atoms and positions in Å:
C -1.213 0.011 1.858
C -0.093 -0.341 1.236
N 0.894 0.558 0.820
C 1.991 0.177 0.095
O 2.230 -0.960 -0.253
H -1.940 -0.741 2.143
H -1.449 1.048 2.088
H 0.149 -1.370 0.985
H 0.761 1.542 1.007
H 2.653 1.030 -0.142
C -0.790 -0.191 -2.024
H -1.329 -0.187 -1.074
H 0.133 -0.766 -1.908
H -0.547 0.838 -2.307
H -1.416 -0.643 -2.797

Atoms 1-3, force components in eV/Å:
0.05 0.00 -0.02
-0.08 -0.08 0.09
-0.03 0.03 -0.02

Calculated values
molar mass: 87.1 u
gap between HOMO and LUMO: 0.36721 hartree
HOMO level: -0.3356 Ha
energy relative to the best compared isomer or geometry (same formula, charge and spin): 28.4 kcal per mole
structure (SMILES): C=CNC=O.C
DFT total energy: -287.78726 hartree

***

Question: Among the records above, which one has the lowest molar mass?
Answer: C4H2O2

***

Please write out number 1 again, unchanged.
Here is a molecular structure, C4H2O2 from the OMol25 dataset. Energies are from ωB97M-V with the def2-TZVPD basis set.

Atoms and positions in Å:
O -0.865 -1.339 0.906
C -0.568 -0.584 0.005
C -0.451 1.060 0.458
O -1.134 1.869 0.975
C 0.901 0.751 0.083
C 1.168 -0.347 -0.512
H -1.006 -0.447 -0.987
H 1.955 -0.963 -0.929

Atoms 1-3, force components in eV/Å:
0.43 -0.04 -0.27
-0.86 -0.14 0.21
-0.33 1.09 0.69

Calculated values
molar mass: 82.1 u
gap between HOMO and LUMO (alpha / beta): 0.30912 / 0.30910 hartree
HOMO level (alpha / beta): -0.3369 / -0.3368 Ha
energy relative to the best compared isomer or geometry (same formula, charge and spin): 64.6 kcal per mole
DFT total energy: -303.90689 hartree

***

What did the second record say?
Here is 2 unconnected molecules or ions with the total composition C4H9N2O from the OMol25 dataset. Energies are from ωB97M-V with the def2-TZVPD basis set.

Atoms and positions in Å:
C -0.584 2.146 -0.955
C -0.163 1.050 -0.033
C 0.984 0.825 0.662
N 0.828 -0.410 1.286
C -0.344 -0.940 0.935
N -1.007 0.010 0.275
H -0.933 1.778 -1.915
H 0.332 2.714 -1.144
H -1.248 2.854 -0.460
H 1.757 1.516 0.946
H 1.642 -0.926 1.577
H -0.711 -1.842 1.392
H -1.963 -0.168 0.000
H 1.082 -2.652 -1.451
H -0.244 -2.396 -2.162
O 0.310 -2.080 -1.430

Atoms 1-3, force components in eV/Å:
1.28 0.51 0.71
-0.49 0.73 0.00
-0.79 -0.08 0.11

Calculated values
molar mass: 101.1 u
gap between HOMO and LUMO: 0.40171 hartree
HOMO level: -0.5103 Ha
energy relative to the best compared isomer or geometry (same formula, charge and spin): 10.0 kcal per mole
DFT total energy: -342.34127 hartree
charge: +1